[1]
# C3H7N3S2

C3H7N3S2 in the gas phase in a non-equilibrium geometry (ωB97M-V with the def2-TZVPD basis set, the OMol25 dataset).

## Properties
Total charge = 0
Relative energy (zero: lowest compared OMol25 entry of this formula, charge and spin) = 2.458 eV
E_LUMO = 0.015 hartree
SMILES = CN/N=C\SNC=S
Orbital gap = 9.01 eV
2S+1 = 1

XYZ file:
```
15
C3H7N3S2 | the OMol25 dataset | ωB97M-V with the def2-TZVPD basis set
C -2.3204 1.4280 0.1073
N -1.8045 0.4975 1.1131
N -1.8790 -0.8436 0.8550
C -1.4059 -1.3446 -0.1988
S -0.4313 -0.5534 -1.4743
N 0.7296 0.2799 -0.5307
C 1.8862 -0.2704 -0.1097
S 2.9552 0.4515 0.8864
H -3.1492 1.0561 -0.4163
H -2.6611 2.3486 0.6442
H -1.5275 1.7247 -0.6609
H -2.2824 0.6172 1.9817
H -1.5311 -2.4218 -0.3123
H 0.4246 1.1699 -0.1102
H 2.0616 -1.2778 -0.5747
```

---

[2]
# C3H7N4

A gas-phase ion, C3H7N4 (charge +1) in a non-equilibrium geometry (ωB97M-V with the def2-TZVPD basis set, the OMol25 dataset).

## Properties
Total charge = +1
Relative energy (zero: lowest compared OMol25 entry of this formula, charge and spin) = 4.443 eV
E_LUMO = -0.159 hartree
SMILES = N[N@H+]1C=CN=CN1
Orbital gap = 9.54 eV
2S+1 = 1

XYZ file:
```
14
C3H7N4 | the OMol25 dataset | ωB97M-V with the def2-TZVPD basis set
N -1.9041 -0.4177 0.0452
N -0.6177 0.2567 -0.5497
C 0.1166 1.2533 0.2340
C 1.2220 0.8534 0.9876
N 1.7729 -0.4288 0.8242
C 1.2823 -1.1598 -0.1441
N 0.2700 -0.8267 -0.9608
H -2.7737 0.1621 -0.1987
H -1.7015 -0.5049 1.1419
H -0.8375 0.6553 -1.4380
H -0.1493 2.3038 0.1176
H 1.7531 1.4481 1.8353
H 1.8215 -2.1155 -0.4569
H -0.2546 -1.4793 -1.4376
```

---

[3]
# C3H7N4

A gas-phase ion, C3H7N4 (charge +1) in a non-equilibrium geometry (ωB97M-V with the def2-TZVPD basis set, the OMol25 dataset).

## Properties
Total charge = +1
Relative energy (zero: lowest compared OMol25 entry of this formula, charge and spin) = 2.473 eV
E_LUMO = -0.149 hartree
SMILES = CC(=[NH2+])NC1N=N1
Orbital gap = 10.84 eV
2S+1 = 1

XYZ file:
```
14
C3H7N4 | the OMol25 dataset | ωB97M-V with the def2-TZVPD basis set
C -1.8470 0.6191 -0.3785
C -0.6123 -0.1647 -0.0304
N -0.5891 -1.5215 0.0618
N 0.4675 0.5364 0.1572
C 1.9293 0.1047 0.4628
N 2.9731 1.0369 0.2994
N 2.9036 0.2130 -0.5963
H -2.3433 0.8530 0.5974
H -1.5689 1.6653 -0.6651
H -2.4707 0.0202 -1.0605
H -1.4891 -2.1229 -0.0666
H 0.2582 -1.9947 0.2199
H 0.4521 1.5024 -0.1768
H 1.9365 -0.7474 1.1757
```

---

[4]
# C3H7N4

A gas-phase ion, C3H7N4 (charge +1) in a non-equilibrium geometry (ωB97M-V with the def2-TZVPD basis set, the OMol25 dataset).

## Properties
Total charge = +1
Relative energy (zero: lowest compared OMol25 entry of this formula, charge and spin) = 4.581 eV
E_LUMO = -0.228 hartree
SMILES = [H]/N=C/N=N/C(C)=[NH2+]
Orbital gap = 8.79 eV
2S+1 = 1

XYZ file:
```
14
C3H7N4 | the OMol25 dataset | ωB97M-V with the def2-TZVPD basis set
H -3.4161 0.7571 1.2727
N -2.5906 0.5659 0.8168
C -2.5158 -0.3499 -0.0379
N -1.3662 -0.4419 -0.8447
N -0.3119 -0.0977 -0.4571
C 0.9206 0.0369 -0.1811
C 1.8410 1.0931 -0.5622
N 1.5478 -1.2925 0.3916
H -3.2085 -1.0547 -0.1970
H 2.5771 0.3767 -1.2362
H 2.4584 1.4553 0.2972
H 1.4361 1.9352 -1.1021
H 0.7289 -1.8489 0.4897
H 1.8993 -1.1347 1.3502
```

---

[5]
# C3H7N4

A gas-phase ion, C3H7N4 (charge +1) in a non-equilibrium geometry (ωB97M-V with the def2-TZVPD basis set, the OMol25 dataset).

## Properties
Total charge = +1
Relative energy (zero: lowest compared OMol25 entry of this formula, charge and spin) = 3.148 eV
E_LUMO = -0.190 hartree
SMILES = N[C@@]1([NH3+])C=CN=N1
Orbital gap = 9.18 eV
2S+1 = 1

XYZ file:
```
14
C3H7N4 | the OMol25 dataset | ωB97M-V with the def2-TZVPD basis set
N 0.5529 0.5915 1.2778
C -0.2290 0.3837 0.1032
N 0.7908 0.5351 -1.0359
C -0.8448 -0.9456 0.0130
C -2.1805 -0.7272 0.0489
N -2.3672 0.6500 -0.0391
N -1.3362 1.3024 -0.0897
H 0.8110 -0.2827 1.6386
H 0.0135 1.0728 2.0331
H 0.8340 1.5204 -1.3960
H 0.6191 -0.3039 -1.6242
H 1.5970 0.2173 -0.5443
H -0.2897 -1.9258 -0.0366
H -3.0837 -1.3143 0.1951
```

---

[6]
# C3H7N4O

A molecular structure, C3H7N4O in a non-equilibrium geometry (ωB97M-V with the def2-TZVPD basis set, the OMol25 dataset).

## Properties
Total charge = +1
Relative energy (zero: lowest compared OMol25 entry of this formula, charge and spin) = 5.338 eV
E_LUMO = -0.183 hartree
Orbital gap = 9.32 eV
2S+1 = 1

XYZ file:
```
15
C3H7N4O | the OMol25 dataset | ωB97M-V with the def2-TZVPD basis set
C -1.0973 2.3494 0.7772
C 0.1414 0.5085 0.6098
C 0.8249 -1.5962 -0.4184
N -0.0874 1.5590 1.2388
N -1.6624 1.6751 -0.4410
N -1.0000 0.6677 -0.8355
N 0.8029 -0.6123 0.6187
O -2.4478 2.2254 -1.1126
H -1.8201 2.1908 1.5912
H -0.8859 3.3669 0.4038
H 1.5103 -1.0974 -1.2509
H -0.2650 -1.6516 -0.7233
H 1.4817 -2.4005 -0.0964
H -1.3100 -0.0269 -1.5494
H 1.4660 -0.6509 1.3736
```

---

[7]
# C3H7N4O

2 unconnected molecules or ions with the total composition C3H7N4O in a non-equilibrium geometry (ωB97M-V with the def2-TZVPD basis set, the OMol25 dataset).

## Properties
Total charge = +1
Relative energy (zero: lowest compared OMol25 entry of this formula, charge and spin) = 0.000 eV
E_LUMO = -0.148 hartree
Orbital gap = 10.65 eV
2S+1 = 1

XYZ file:
```
15
C3H7N4O | the OMol25 dataset | ωB97M-V with the def2-TZVPD basis set
C -1.2768 1.3644 0.4728
C 2.6063 0.5924 0.2235
C -0.5642 -0.8022 -0.1919
N -1.5924 1.6300 -0.7039
N 3.2359 0.4771 -0.7716
N -0.7860 0.0714 0.7583
N -0.0662 -1.9917 -0.0140
O 1.8167 0.5251 1.0724
H -1.3237 1.9957 1.3618
H -0.8594 -0.4746 -1.1886
H -1.9487 2.5608 -0.8809
H 4.0817 0.8143 -1.1679
H -0.5047 -0.1090 1.7193
H 0.2240 -2.3237 0.8980
H 0.0951 -2.6070 -0.7989
```

---

[8]
# C3H7N4O3

A gas-phase ion, C3H7N4O3 (charge +1) in a non-equilibrium geometry (ωB97M-V with the def2-TZVPD basis set, the OMol25 dataset).

## Properties
Total charge = +1
Relative energy (zero: lowest compared OMol25 entry of this formula, charge and spin) = 8.913 eV
E_LUMO (spin up / spin down) = -0.221 / -0.221 hartree
SMILES = CCN(O)/[NH+]=N\[N+]([O-])=C=O
Orbital gap (spin up / spin down) = 7.83 / 7.82 eV
2S+1 = 1

XYZ file:
```
17
C3H7N4O3 | the OMol25 dataset | ωB97M-V with the def2-TZVPD basis set
C -2.0561 -0.5293 0.4867
C -1.0053 0.4873 0.6716
N 0.0926 0.4232 -0.3717
O -0.1725 1.1358 -1.5014
N 0.4451 -0.9175 -0.7053
N 1.6324 -1.3463 -0.4786
N 2.4221 -0.6461 0.1863
O 3.5313 -0.9281 0.5984
C 2.2243 0.7687 0.2300
O 2.6363 1.8144 0.3213
H -2.7235 -0.3862 1.3089
H -2.5209 -0.1003 -0.4770
H -1.7759 -1.5269 0.5537
H -0.2921 0.3738 1.5239
H -1.4009 1.4621 0.6900
H -1.1406 1.3796 -1.5339
H 0.1038 -1.4642 -1.5028
```